{
  "formula": "C28H25BaF12N6O2S",
  "method": "the ωB97M-V functional and the def2-TZVPD basis",
  "symbols": ["Ba", "C", "C", "N", "N", "C", "N", "S", "C", "C", "C", "C", "C", "N", "H", "H", "H", "H", "H", "H", "H", "H", "H", "H", "C", "C", "C", "C", "C", "N", "C", "C", "C", "C", "C", "C", "C", "C", "O", "C", "F", "F", "F", "C", "F", "F", "F", "C", "C", "C", "O", "C", "F", "F", "F", "C", "F", "F", "F", "H", "H", "H", "H", "H", "H", "H", "H", "H", "H", "H", "H", "N", "H", "H", "H"],
  "positions_angstrom": [[0.76232, 0.03087, -0.68066], [-0.80802, -4.62594, 1.42990], [-0.45293, -3.44500, 0.55701], [-0.16277, -2.30327, 1.05672], [-0.29107, -2.16977, 2.40009], [0.02550, -1.02057, 3.07642], [-0.67064, -0.90901, 4.25471], [1.13061, 0.10514, 2.59754], [-0.56554, -3.54594, -0.92134], [-1.49188, -4.44073, -1.45242], [-1.71802, -4.44756, -2.81709], [-1.02022, -3.55242, -3.60112], [-0.12244, -2.69085, -2.99025], [0.13082, -2.69619, -1.68428], [-0.10130, -4.68480, 2.25923], [-0.74050, -5.55539, 0.87049], [-1.82077, -4.54391, 1.83616], [-0.89233, -2.81642, 2.89526], [-0.48991, -0.01944, 4.69622], [-1.65478, -1.13929, 4.21351], [-2.06256, -5.09257, -0.80562], [-2.44768, -5.11858, -3.25055], [-1.18395, -3.49162, -4.66795], [0.40359, -1.94018, -3.56847], [-5.07724, 0.23171, 2.49211], [-3.83924, 0.80175, 1.83705], [-2.91006, 1.57394, 2.52671], [-1.80714, 2.08210, 1.87376], [-1.55344, 1.86113, 0.49717], [-0.38575, 2.27783, -0.08073], [0.10068, 3.53527, 0.16148], [-0.81743, 4.58666, 0.43480], [-0.44326, 5.89231, 0.64154], [0.89551, 6.26043, 0.57624], [1.36611, 7.67820, 0.79959], [1.80899, 5.26183, 0.28193], [1.47019, 3.92231, 0.07568], [2.63295, 2.94508, -0.23909], [2.37465, 1.62996, -0.29919], [3.24630, 3.33383, -1.62812], [4.32202, 2.56621, -1.92556], [2.33533, 3.10757, -2.59189], [3.65880, 4.60882, -1.77256], [3.75803, 3.09498, 0.85842], [3.21448, 2.98533, 2.08429], [4.67721, 2.11309, 0.75582], [4.47312, 4.24449, 0.85273], [-2.50855, 1.06594, -0.21025], [-3.61279, 0.57419, 0.48282], [-2.30098, 0.79105, -1.72171], [-1.17536, 0.12498, -2.02786], [-3.45359, -0.11110, -2.29506], [-4.70016, 0.40834, -2.24452], [-3.50325, -1.28717, -1.61949], [-3.23578, -0.45108, -3.57534], [-2.37001, 2.17997, -2.50134], [-2.95368, 3.15688, -1.77550], [-1.16320, 2.60763, -2.86292], [-3.09895, 2.10879, -3.64687], [-5.13488, 0.52242, 3.54238], [-5.08335, -0.86074, 2.43833], [-5.98060, 0.58593, 1.99060], [-3.05760, 1.78126, 3.58398], [-1.07728, 2.67222, 2.41523], [-1.86879, 4.32889, 0.45101], [-1.20272, 6.64375, 0.83881], [0.52337, 8.34959, 0.96943], [1.92701, 8.04478, -0.06302], [2.02444, 7.73237, 1.67058], [2.84303, 5.56807, 0.21618], [-4.37175, -0.00701, -0.02355], [3.59726, -1.26688, -0.52432], [4.28564, -1.77944, -1.06102], [3.80298, -1.39399, 0.45988], [3.74849, -0.27610, -0.70556]],
  "lumo_ev": 1.75,
  "total_charge": -1,
  "relative_energy_kcal_mol": 21.89,
  "spin_multiplicity": 1,
  "gap_ev": 4.92
}

***

{
  "formula": "C28H25BrOTi",
  "method": "the ωB97M-V functional and the def2-TZVPD basis",
  "symbols": ["Ti", "C", "C", "C", "C", "C", "C", "C", "C", "C", "C", "H", "H", "H", "H", "H", "H", "H", "H", "H", "H", "H", "H", "H", "H", "Br", "C", "C", "C", "C", "C", "C", "C", "C", "C", "C", "H", "H", "H", "H", "H", "H", "C", "C", "C", "C", "C", "C", "C", "C", "H", "H", "H", "H", "H", "O"],
  "positions_angstrom": [[-0.71773, -1.13316, -0.36643], [2.82670, 2.79342, 2.40397], [1.51081, 2.20700, 1.88511], [0.33960, 2.64399, 2.75860], [1.61671, 0.70189, 1.73643], [0.95663, -0.19643, 2.56104], [1.05030, -1.56597, 2.34586], [1.85564, -2.08656, 1.33815], [1.94270, -3.57120, 1.09430], [2.56481, -1.18433, 0.54658], [2.41663, 0.18075, 0.72375], [2.76861, 3.88307, 2.45824], [3.66716, 2.52574, 1.76242], [3.03479, 2.41219, 3.40716], [1.33692, 2.60473, 0.87886], [0.50033, 2.35423, 3.80108], [-0.59202, 2.19666, 2.40788], [0.23628, 3.73109, 2.73410], [0.30282, 0.15899, 3.34428], [0.48926, -2.24383, 2.97918], [1.17874, -3.89432, 0.38256], [1.79060, -4.13010, 2.01823], [2.91603, -3.84090, 0.68233], [3.20351, -1.55398, -0.24478], [2.91419, 0.85652, 0.03563], [-1.32069, 1.31707, -1.48984], [-0.13538, 1.33249, -2.99870], [-0.22104, 2.37918, -3.86081], [0.63350, 2.40286, -4.98891], [1.50545, 1.37842, -5.19558], [1.58482, 0.28190, -4.29480], [2.47592, -0.78821, -4.54246], [2.51414, -1.83736, -3.66954], [1.69977, -1.84137, -2.51624], [0.81771, -0.83383, -2.17298], [0.76305, 0.23303, -3.13413], [-0.93326, 3.17533, -3.69255], [0.57694, 3.23337, -5.68172], [2.15697, 1.37832, -6.06298], [3.10214, -0.76106, -5.42740], [3.17962, -2.67275, -3.86382], [1.78853, -2.71136, -1.86845], [-1.87167, -0.12669, 1.27100], [-2.55805, 0.31166, 2.18500], [-3.41520, 0.76868, 3.23337], [-4.79468, 0.52421, 3.19331], [-5.62970, 0.96322, 4.20639], [-5.11855, 1.66262, 5.29284], [-3.75338, 1.91355, 5.34822], [-2.91536, 1.47420, 4.33691], [-5.19225, -0.01947, 2.34608], [-6.69221, 0.75827, 4.14687], [-5.77363, 2.00624, 6.08342], [-3.33609, 2.45757, 6.18758], [-1.85191, 1.67409, 4.38500], [-1.57972, -2.43171, -0.81906]],
  "lumo_ev": [2.82, 2.82],
  "total_charge": -1,
  "relative_energy_kcal_mol": 6.68,
  "spin_multiplicity": 2,
  "gap_ev": [5.74, 7.88]
}

***

{
  "formula": "C28H25Cl2N2O2",
  "method": "the ωB97M-V functional and the def2-TZVPD basis",
  "symbols": ["Cl", "C", "C", "C", "C", "C", "C", "C", "C", "C", "C", "C", "Cl", "C", "C", "C", "C", "H", "H", "H", "H", "H", "H", "H", "H", "H", "H", "H", "O", "C", "C", "C", "C", "C", "C", "C", "C", "O", "N", "C", "C", "C", "C", "C", "N", "H", "H", "H", "H", "H", "H", "H", "H", "H", "H", "H", "H", "H", "H"],
  "positions_angstrom": [[-6.87350, 3.89840, -2.13176], [-5.34232, 3.12617, -2.05943], [-5.26469, 1.73774, -2.01873], [-4.04320, 1.11951, -1.99470], [-2.84576, 1.86429, -2.00013], [-1.59239, 1.18607, -1.95924], [-0.36390, 1.81643, -1.98770], [0.85900, 1.18459, -1.88515], [2.11624, 1.85290, -1.95081], [3.31447, 1.11001, -1.93353], [4.53465, 1.72714, -2.02234], [4.61079, 3.11386, -2.10968], [6.14341, 3.89062, -2.16899], [3.44379, 3.87193, -2.11872], [2.22210, 3.25806, -2.04428], [-2.95152, 3.27298, -2.02323], [-4.17667, 3.88538, -2.05290], [-6.17433, 1.16438, -1.99021], [-3.98621, 0.04600, -1.97031], [-1.60614, 0.10978, -1.91707], [-0.36120, 2.88073, -2.11685], [0.86867, 0.12060, -1.72338], [3.25834, 0.03968, -1.84222], [5.44678, 1.15409, -2.02367], [3.52115, 4.94418, -2.17849], [1.33642, 3.86578, -2.04226], [-2.06364, 3.88019, -2.00956], [-4.25355, 4.95842, -2.05734], [1.78628, -1.18207, 0.04624], [1.63775, -2.16464, 0.74260], [2.67416, -2.91362, 1.47533], [2.06946, -3.98666, 2.12469], [2.82345, -4.87905, 2.86408], [4.18576, -4.67861, 2.95577], [4.78572, -3.59863, 2.32501], [4.03734, -2.71061, 1.57860], [0.62206, -3.92500, 1.87065], [-0.24511, -4.64382, 2.32314], [0.43685, -2.83205, 1.01787], [-0.87409, -2.35714, 0.62307], [-1.54160, -1.61579, 1.77375], [-2.98769, -1.17471, 1.45703], [-3.11714, 0.27379, 1.96685], [-1.68226, 0.78944, 2.15395], [-0.77936, -0.37446, 2.07389], [2.34393, -5.71031, 3.34822], [4.78864, -5.36604, 3.52537], [5.84873, -3.45338, 2.41800], [4.48932, -1.86696, 1.08988], [-0.74358, -1.68464, -0.22863], [-1.46786, -3.21748, 0.29828], [-1.53317, -2.26101, 2.66800], [-3.16300, -1.23348, 0.37811], [-3.71820, -1.84044, 1.93059], [-3.68121, 0.90018, 1.26567], [-3.66154, 0.30447, 2.91771], [-1.39867, 1.49251, 1.36412], [-1.55881, 1.31256, 3.10794], [-0.15293, -0.48227, 2.87686]],
  "lumo_ev": -5.55,
  "total_charge": 1,
  "relative_energy_kcal_mol": 0.00,
  "spin_multiplicity": 1,
  "gap_ev": 5.45
}